C14H18N5RhSSi | the ωB97M-V functional and the def2-TZVPD basis

Last column: natural (NBO) charge in e.
Cartesian coordinates (Å):
Rh  0.232  1.809  -0.810  1.003
C  -0.473  -5.188  -0.803  -1.114
Si  -1.185  -3.445  -0.828  1.590
C  -2.142  -3.087  0.758  -1.107
C  -2.195  -3.069  -2.369  -1.112
C  0.342  -2.263  -0.863  -0.445
C  1.653  -2.734  -0.753  -0.075
C  2.740  -1.870  -0.746  -0.235
C  2.512  -0.508  -0.847  0.062
N  1.273  -0.050  -0.979  -0.446
C  0.221  -0.885  -0.988  0.051
S  -1.256  0.032  -1.133  0.207
H  -1.295  -5.905  -0.809  0.268
H  0.120  -5.374  0.094  0.248
H  0.141  -5.380  -1.685  0.250
H  -2.926  -3.835  0.888  0.266
H  -2.619  -2.107  0.717  0.238
H  -1.496  -3.129  1.636  0.243
H  -2.954  -3.841  -2.510  0.270
H  -1.569  -3.048  -3.262  0.254
H  -2.717  -2.112  -2.289  0.235
H  1.827  -3.799  -0.663  0.248
H  3.752  -2.240  -0.666  0.261
H  3.323  0.209  -0.851  0.235
N  0.320  3.376  3.035  -0.449
C  0.326  2.099  3.534  -0.025
C  0.300  1.262  2.459  -0.055
N  0.284  2.025  1.329  -0.399
C  0.292  3.304  1.695  0.303
C  0.277  4.314  0.668  0.332
N  0.247  3.917  -0.602  -0.544
C  0.243  5.040  -1.387  -0.044
C  0.282  6.131  -0.572  -0.035
N  0.302  5.653  0.714  -0.449
H  0.330  4.210  3.602  0.455
H  0.343  1.884  4.589  0.270
H  0.295  0.186  2.429  0.259
H  0.216  5.001  -2.463  0.260
H  0.299  7.181  -0.806  0.272
H  0.333  6.236  1.538  0.453

Results
spin multiplicity = 1
total charge = +2
frontier orbital gap (spin up / spin down) = 6.09 / 6.08 eV
maximum force = 2.49 eV/A
ΔE to the lowest compared entry with this formula, charge and spin = 55.1 kJ/mol
HOMO energy (spin up / spin down) = -0.5496 / -0.5496 hartree
lowest unoccupied orbital energy (spin up / spin down) = -8.871 / -8.874 eV



C14H18N6O3S2 | the ωB97M-V functional and the def2-TZVPD basis

Last column: natural (NBO) charge in e.
Cartesian coordinates (Å):
C  0.789  -4.155  4.256  -0.418
N  0.983  -3.015  3.416  -0.188
N  1.556  -1.883  3.822  -0.059
N  1.562  -1.078  2.843  -0.057
N  1.000  -1.610  1.771  -0.334
C  0.637  -2.827  2.115  0.147
S  -0.212  -4.016  1.180  0.261
C  0.705  -3.980  -0.402  -0.601
C  1.363  -2.649  -0.754  0.684
O  2.575  -2.570  -0.701  -0.621
N  0.574  -1.659  -1.201  -0.430
C  -0.870  -1.613  -1.202  -0.236
C  -1.350  -0.526  -0.229  -0.247
N  -0.758  0.754  -0.542  -0.672
S  -1.471  1.576  -1.827  2.297
O  -0.844  1.275  -3.089  -0.954
O  -2.884  1.360  -1.722  -0.942
C  -1.080  3.259  -1.371  -0.251
C  -0.282  4.034  -2.189  -0.216
C  0.012  5.334  -1.809  -0.211
C  -0.495  5.836  -0.620  -0.185
C  -1.296  5.048  0.192  -0.209
C  -1.592  3.748  -0.185  -0.200
C  0.688  0.700  -0.593  -0.247
C  1.176  -0.387  -1.556  -0.256
H  0.950  -5.064  3.676  0.230
H  -0.226  -4.164  4.657  0.216
H  1.502  -4.095  5.076  0.240
H  -0.005  -4.304  -1.163  0.242
H  1.504  -4.718  -0.313  0.255
H  -1.303  -2.571  -0.923  0.215
H  -1.206  -1.346  -2.212  0.211
H  -2.431  -0.409  -0.295  0.240
H  -1.059  -0.784  0.793  0.225
H  0.089  3.609  -3.108  0.244
H  0.633  5.953  -2.438  0.221
H  -0.265  6.849  -0.325  0.218
H  -1.689  5.446  1.115  0.221
H  -2.215  3.107  0.418  0.237
H  1.049  1.678  -0.912  0.216
H  1.050  0.483  0.416  0.239
H  2.258  -0.498  -1.492  0.252
H  0.878  -0.129  -2.577  0.224

Results
spin multiplicity = 1
total charge = 0
SMILES string = Cn1nnnc1SCC(=O)N1CCN(S(=O)(=O)c2ccccc2)CC1
frontier orbital gap = 9.06 eV
maximum force = 1.65 eV/A
ΔE to the lowest compared entry with this formula, charge and spin = 15.2 kJ/mol
HOMO energy = -0.3207 hartree
lowest unoccupied orbital energy = 0.339 eV



C14H18NO8 | the ωB97M-V functional and the def2-TZVPD basis

Last column: natural (NBO) charge in e.
Cartesian coordinates (Å):
C  0.245  0.327  1.026  -0.436
N  0.995  1.316  0.149  -0.671
C  1.229  0.785  -1.251  -0.132
C  2.637  1.390  -1.919  -0.421
C  3.693  0.173  -2.252  -0.414
C  3.634  -0.278  -3.846  -0.439
C  2.702  -1.601  -4.128  -0.105
O  2.339  -1.695  -5.580  -0.585
C  1.345  -0.654  -5.929  0.601
O  0.005  -0.822  -5.813  -0.495
C  -0.066  0.901  -2.253  0.691
O  -0.497  -0.237  -2.866  -0.752
O  -0.856  2.113  -2.528  -0.835
H  0.474  -0.795  0.788  0.197
H  0.512  0.481  2.174  0.201
H  -0.918  0.483  0.813  0.184
H  0.447  2.206  0.159  0.378
H  1.443  -0.383  -1.125  0.195
H  3.123  2.145  -1.133  0.216
H  2.322  2.014  -2.870  0.225
H  3.524  -0.804  -1.626  0.204
H  4.800  0.534  -1.992  0.202
H  3.295  0.685  -4.446  0.211
H  4.724  -0.542  -4.241  0.195
H  1.734  -1.545  -3.454  0.245
H  3.247  -2.611  -3.816  0.191
H  1.730  0.408  -6.288  0.151
C  -2.800  -1.067  3.552  -0.345
C  -4.108  -1.225  3.764  0.289
C  -4.823  -0.443  4.810  0.474
O  -6.029  -0.596  4.968  -0.535
C  -4.037  0.495  5.626  -0.362
C  -2.729  0.651  5.417  0.303
C  -2.020  -0.111  4.353  0.468
O  -0.820  0.067  4.172  -0.512
O  -1.983  1.529  6.182  -0.647
O  -4.848  -2.124  3.017  -0.640
H  -2.269  -1.628  2.794  0.258
H  -4.566  1.045  6.395  0.242
H  -1.066  1.463  5.837  0.506
H  -5.766  -2.053  3.359  0.501

Results
spin multiplicity = 1
total charge = -1
frontier orbital gap = 3.99 eV
maximum force = 9.59 eV/A
HOMO energy = -0.1472 hartree
lowest unoccupied orbital energy = -0.012 eV



C14H19BrN2O5S | the ωB97M-V functional and the def2-TZVPD basis

Last column: natural (NBO) charge in e.
Cartesian coordinates (Å):
C  2.319  1.007  2.125  -0.639
C  1.720  -0.190  2.843  -0.062
O  0.382  -0.465  2.429  -0.533
C  0.246  -1.154  1.272  0.902
O  1.155  -1.389  0.511  -0.662
N  -1.022  -1.588  1.091  -0.454
C  -2.147  -1.187  1.900  -0.235
C  -3.050  -0.247  1.085  -0.227
N  -3.069  -0.634  -0.309  -0.675
S  -2.670  0.500  -1.458  2.338
O  -3.113  -0.030  -2.711  -0.939
O  -3.191  1.749  -0.989  -0.942
C  -0.885  0.648  -1.538  -0.367
C  -0.246  1.667  -0.865  -0.182
C  1.121  1.843  -1.004  -0.256
C  1.862  0.977  -1.805  0.296
O  3.186  1.052  -2.030  -0.477
C  3.927  2.107  -1.465  -0.252
C  1.186  -0.058  -2.466  -0.106
Br  2.198  -1.215  -3.551  0.091
C  -0.177  -0.216  -2.356  -0.206
C  -2.749  -2.008  -0.590  -0.249
C  -1.350  -2.392  -0.071  -0.234
H  3.300  1.225  2.541  0.214
H  2.419  0.771  1.069  0.227
H  1.678  1.878  2.241  0.206
H  2.336  -1.077  2.663  0.196
H  1.639  -0.006  3.917  0.188
H  -2.701  -2.087  2.187  0.190
H  -1.789  -0.691  2.800  0.249
H  -2.697  0.784  1.129  0.227
H  -4.072  -0.274  1.482  0.201
H  -0.831  2.341  -0.259  0.242
H  1.605  2.661  -0.494  0.222
H  4.946  1.968  -1.822  0.208
H  3.554  3.080  -1.801  0.180
H  3.917  2.067  -0.372  0.180
H  -0.700  -0.975  -2.916  0.251
H  -2.816  -2.130  -1.671  0.250
H  -3.513  -2.638  -0.125  0.201
H  -1.334  -3.455  0.202  0.196
H  -0.572  -2.221  -0.816  0.241

Results
spin multiplicity = 1
total charge = 0
SMILES string = CCOC(=O)N1CCN(S(=O)(=O)c2ccc(OC)c(Br)c2)CC1
frontier orbital gap = 9.37 eV
maximum force = 1.09 eV/A
HOMO energy = -0.3218 hartree
lowest unoccupied orbital energy = 0.617 eV



C14H19Cl3N4OS | the ωB97M-V functional and the def2-TZVPD basis

Last column: natural (NBO) charge in e.
Cartesian coordinates (Å):
C  -3.887  0.112  -3.050  -0.631
C  -3.747  0.083  -1.560  0.007
C  -4.692  0.696  -0.746  -0.213
C  -4.564  0.670  0.630  -0.177
C  -3.486  0.051  1.245  -0.046
C  -3.330  0.042  2.734  -0.638
C  -2.530  -0.558  0.427  0.197
N  -1.422  -1.194  1.026  -0.622
C  -0.114  -0.919  0.829  0.328
S  0.986  -1.736  1.766  -0.262
N  0.186  -0.049  -0.171  -0.633
C  1.333  0.832  -0.231  0.048
N  2.557  0.251  0.178  -0.710
C  3.541  0.058  -0.784  0.804
O  3.434  0.526  -1.903  -0.679
N  4.619  -0.637  -0.359  -0.440
C  4.751  -1.153  0.985  -0.421
C  5.701  -0.884  -1.283  -0.409
C  1.037  2.114  0.605  -0.095
Cl  0.752  1.720  2.307  0.024
Cl  -0.429  2.906  -0.034  0.002
Cl  2.399  3.231  0.483  0.046
C  -2.670  -0.551  -0.957  -0.277
H  -3.160  -0.541  -3.525  0.217
H  -3.733  1.126  -3.419  0.224
H  -4.887  -0.200  -3.346  0.222
H  -5.538  1.193  -1.197  0.213
H  -5.313  1.151  1.243  0.212
H  -4.075  0.681  3.199  0.224
H  -2.340  0.397  3.018  0.232
H  -3.452  -0.967  3.130  0.215
H  -1.605  -1.793  1.821  0.425
H  -0.634  0.364  -0.608  0.421
H  1.465  1.152  -1.279  0.275
H  2.479  -0.400  0.958  0.434
H  4.023  -1.944  1.188  0.210
H  4.625  -0.358  1.723  0.208
H  5.749  -1.572  1.097  0.214
H  5.436  -0.430  -2.236  0.248
H  5.848  -1.958  -1.422  0.189
H  6.628  -0.438  -0.917  0.189
H  -1.944  -1.073  -1.565  0.224

Results
spin multiplicity = 1
total charge = 0
SMILES string = Cc1ccc(C)c(NC(=S)N[C@H](NC(=O)N(C)C)C(Cl)(Cl)Cl)c1
frontier orbital gap = 9.03 eV
maximum force = 0.88 eV/A
HOMO energy = -0.3125 hartree
lowest unoccupied orbital energy = 0.531 eV



C14H19ClN2O3 | the ωB97M-V functional and the def2-TZVPD basis

Last column: natural (NBO) charge in e.
Cartesian coordinates (Å):
C  2.768  0.641  1.005  -0.264
O  1.538  -0.034  0.779  -0.519
C  1.600  -1.351  0.544  0.799
O  2.626  -1.974  0.472  -0.601
C  0.211  -1.959  0.392  -0.164
N  -0.827  -0.960  0.358  -0.653
C  -1.490  -0.654  1.519  0.793
O  -1.436  -1.341  2.519  -0.660
N  -2.304  0.441  1.460  -0.630
C  -2.410  1.389  0.374  -0.248
C  -1.122  2.132  0.093  -0.088
C  -0.501  2.043  -1.148  -0.159
C  0.687  2.704  -1.407  -0.227
C  1.277  3.472  -0.419  -0.201
C  0.675  3.582  0.821  -0.225
C  -0.515  2.917  1.069  -0.018
Cl  -1.252  3.093  2.623  0.010
C  0.170  -2.891  -0.835  -0.208
C  -1.109  -3.720  -0.821  -0.606
C  0.287  -2.094  -2.133  -0.616
H  3.516  -0.062  1.377  0.212
H  2.571  1.422  1.736  0.195
H  3.117  1.084  0.071  0.186
H  0.031  -2.553  1.299  0.275
H  -0.677  -0.213  -0.300  0.403
H  -2.717  0.686  2.345  0.415
H  -3.185  2.110  0.647  0.234
H  -2.736  0.871  -0.535  0.205
H  -0.965  1.457  -1.929  0.207
H  1.149  2.618  -2.379  0.220
H  2.205  3.989  -0.611  0.221
H  1.120  4.186  1.597  0.230
H  1.036  -3.554  -0.752  0.225
H  -1.156  -4.337  0.073  0.214
H  -1.979  -3.067  -0.831  0.210
H  -1.149  -4.369  -1.693  0.208
H  -0.597  -1.479  -2.288  0.196
H  0.378  -2.772  -2.978  0.219
H  1.166  -1.453  -2.114  0.207

Results
spin multiplicity = 1
total charge = 0
SMILES string = COC(=O)[C@@H](NC(=O)NCc1ccccc1Cl)C(C)C
frontier orbital gap = 10.08 eV
maximum force = 0.47 eV/A
ΔE to the lowest compared entry with this formula, charge and spin = 51.9 kJ/mol
HOMO energy = -0.3472 hartree
lowest unoccupied orbital energy = 0.635 eV



C14H19IN4O3P2S | the ωB97M-V functional and the def2-TZVPD basis

Last column: natural (NBO) charge in e.
Cartesian coordinates (Å):
O  2.200  -1.112  2.487  -1.104
P  0.955  -1.866  2.194  1.534
C  -0.531  -0.829  2.219  -0.501
C  -0.658  0.120  3.192  0.361
O  0.242  0.217  4.209  -0.692
C  -1.777  0.998  3.206  -0.209
C  -2.761  0.915  2.268  -0.341
P  -4.129  2.147  2.392  1.042
O  -5.096  1.837  1.120  -0.969
I  -5.376  1.168  4.297  -0.208
C  -2.685  -0.087  1.252  0.065
N  -3.548  -0.352  0.283  -0.615
S  -2.965  -1.597  -0.549  0.984
N  -1.603  -1.859  0.258  -0.652
C  -1.549  -0.972  1.238  0.195
H  0.715  -2.933  3.078  -0.077
H  0.951  -2.397  0.893  -0.069
H  1.046  0.664  3.919  0.511
H  -1.856  1.760  3.966  0.242
H  -5.457  0.941  1.180  0.502
C  0.784  1.545  -1.110  -0.620
C  1.248  2.997  -1.129  -0.378
C  1.401  3.582  0.279  -0.513
C  0.123  3.552  0.990  0.307
N  -0.884  3.527  1.531  -0.358
H  -0.203  1.448  -0.653  0.212
H  0.712  1.150  -2.120  0.230
H  1.482  0.918  -0.549  0.205
H  0.538  3.599  -1.699  0.210
H  2.209  3.067  -1.641  0.208
H  1.748  4.615  0.237  0.250
H  2.130  3.006  0.851  0.246
C  2.536  -2.439  -1.932  -0.615
C  2.151  -3.246  -3.167  -0.379
C  1.677  -2.364  -4.329  -0.511
C  0.496  -1.591  -3.945  0.298
N  -0.430  -0.992  -3.644  -0.347
H  1.682  -1.886  -1.538  0.215
H  2.895  -3.097  -1.141  0.220
H  3.330  -1.725  -2.160  0.206
H  1.363  -3.955  -2.906  0.209
H  3.008  -3.832  -3.503  0.210
H  1.423  -2.974  -5.196  0.251
H  2.463  -1.669  -4.627  0.244

Results
spin multiplicity = 1
total charge = 0
frontier orbital gap = 7.64 eV
maximum force = 1.06 eV/A
HOMO energy = -0.3196 hartree
lowest unoccupied orbital energy = -1.055 eV



C14H19N3O3 | the ωB97M-V functional and the def2-TZVPD basis

Last column: natural (NBO) charge in e.
Cartesian coordinates (Å):
C  -5.081  -0.075  0.873  -0.608
C  -4.265  -1.184  0.220  -0.388
C  -2.860  -0.743  -0.191  -0.401
C  -2.862  0.294  -1.314  -0.387
C  -1.444  0.615  -1.808  -0.473
C  -0.833  -0.576  -2.488  0.073
N  0.032  -1.394  -2.069  -0.208
N  0.578  -1.293  -0.840  -0.476
C  1.543  -2.164  -0.424  0.685
O  1.982  -3.069  -1.079  -0.559
C  2.022  -1.833  0.999  -0.527
C  2.675  -0.487  0.997  0.020
C  3.922  -0.330  0.392  -0.204
C  4.526  0.909  0.338  -0.186
C  3.877  2.007  0.892  0.069
N  4.500  3.303  0.839  0.516
O  3.879  4.244  1.290  -0.379
O  5.605  3.379  0.347  -0.373
C  2.634  1.871  1.497  -0.192
C  2.039  0.626  1.544  -0.230
H  -4.550  0.338  1.729  0.199
H  -5.283  0.730  0.171  0.201
H  -6.034  -0.466  1.220  0.213
H  -4.173  -2.016  0.923  0.202
H  -4.795  -1.555  -0.660  0.197
H  -2.307  -1.625  -0.524  0.210
H  -2.347  -0.331  0.683  0.185
H  -3.325  1.218  -0.963  0.207
H  -3.452  -0.084  -2.151  0.202
H  -1.498  1.428  -2.535  0.232
H  -0.834  0.962  -0.969  0.195
H  -1.199  -0.797  -3.482  0.188
H  0.286  -0.547  -0.210  0.373
H  2.734  -2.608  1.285  0.253
H  1.172  -1.859  1.682  0.228
H  4.411  -1.190  -0.039  0.231
H  5.491  1.046  -0.126  0.252
H  2.156  2.741  1.922  0.250
H  1.079  0.514  2.027  0.214

Results
spin multiplicity = 1
total charge = 0
SMILES string = CCCCC/C=N\NC(=O)Cc1ccc([N+](=O)[O-])cc1
frontier orbital gap = 8.78 eV
maximum force = 1.37 eV/A
ΔE to the lowest compared entry with this formula, charge and spin = 421.0 kJ/mol
HOMO energy = -0.3473 hartree
lowest unoccupied orbital energy = -0.674 eV



> What is the total charge in the fifth record?

0